(1)
# C37H65BO20

7 unconnected molecules or ions with the total composition C37H65BO20 at a distorted geometry (ωB97M-V/def2-TZVPD, the Open Molecules 2025 dataset).

## Properties
SMILES string: C[C@@H]1COC(=O)O1.C[C@@H]1COC(=O)O1.C[C@@H]1COC(=O)O1.C[C@@H]1COC(=O)O1.C[C@@H]1COC(=O)O1.C[C@@H]1COC(=O)O1.CCOCCCCCBCCCCCOC
HOMO-LUMO gap in eV: 9.4374
Largest force on an atom in eV/Å: 1.33

```
! wB97M-V def2-TZVPD RIJCOSX def2/J DEFGRID3
* xyz 0 1
C 0.881 -1.686 5.442
C 0.328 -0.669 4.462
C 0.363 -1.061 2.992
O 0.492 0.214 2.339
C 1.117 1.058 3.206
O 1.573 2.121 2.914
O 1.141 0.521 4.443
H 0.671 -1.359 6.460
H 0.432 -2.669 5.299
H 1.961 -1.778 5.337
H -0.685 -0.369 4.744
H -0.545 -1.552 2.647
H 1.231 -1.679 2.746
C -0.581 -6.188 8.747
C 0.485 -6.367 7.699
C 1.890 -6.580 8.224
O 2.702 -5.997 7.202
C 1.974 -5.038 6.585
O 2.434 -4.201 5.852
O 0.668 -5.148 6.936
H -1.566 -6.179 8.286
H -0.549 -6.997 9.478
H -0.442 -5.235 9.261
H 0.210 -7.157 6.998
H 2.153 -7.626 8.354
H 2.068 -6.038 9.156
C -3.986 -3.248 3.639
C -2.934 -3.837 4.527
C -1.745 -4.419 3.778
O -1.304 -5.442 4.666
C -2.370 -5.852 5.385
O -2.384 -6.837 6.053
O -3.396 -5.000 5.242
H -4.727 -2.702 4.221
H -3.525 -2.552 2.940
H -4.509 -4.030 3.086
H -2.601 -3.105 5.267
H -0.942 -3.706 3.615
H -2.031 -4.868 2.824
C -4.544 4.411 -4.411
C -3.435 4.340 -5.428
C -2.087 3.898 -4.893
O -1.174 4.585 -5.754
C -1.793 5.705 -6.207
O -1.245 6.602 -6.766
O -3.116 5.652 -5.929
H -5.502 4.595 -4.895
H -4.613 3.473 -3.854
H -4.361 5.229 -3.713
H -3.729 3.723 -6.281
H -1.920 2.826 -4.956
H -1.922 4.233 -3.866
C -7.266 2.046 4.684
C -6.295 1.822 3.554
C -6.775 0.874 2.471
O -5.550 0.293 2.008
C -4.661 0.342 3.020
O -3.621 -0.242 3.035
O -5.112 1.135 4.012
H -6.920 2.840 5.344
H -8.243 2.327 4.290
H -7.366 1.138 5.280
H -5.976 2.772 3.121
H -7.287 1.366 1.649
H -7.408 0.080 2.875
C 9.846 -0.582 -4.231
C 8.553 -0.412 -4.987
C 7.308 -0.859 -4.243
O 6.450 -1.277 -5.306
C 7.230 -1.663 -6.347
O 6.843 -2.260 -7.300
O 8.510 -1.273 -6.140
H 10.673 -0.110 -4.759
H 9.767 -0.128 -3.242
H 10.080 -1.641 -4.123
H 8.442 0.617 -5.338
H 6.833 -0.066 -3.670
H 7.504 -1.715 -3.591
C -0.971 3.790 1.582
C -1.665 3.977 0.238
O -2.884 3.257 0.102
C -2.740 1.844 0.116
C -1.986 1.250 -1.065
C -1.410 -0.159 -0.744
C 0.131 -0.238 -0.835
C 0.630 -0.992 -2.088
B 1.378 -0.125 -3.152
C 2.400 -0.792 -4.126
C 2.675 -0.024 -5.422
C 3.600 1.177 -5.216
C 3.525 2.192 -6.355
C 2.409 3.225 -6.188
O 2.976 4.515 -6.314
C 2.032 5.561 -6.319
H -1.400 4.436 2.353
H 0.085 4.059 1.492
H -0.994 2.761 1.944
H -1.939 5.031 0.129
H -0.967 3.767 -0.583
H -2.308 1.491 1.062
H -3.759 1.452 0.096
H -2.669 1.171 -1.920
H -1.157 1.884 -1.390
H -1.713 -0.401 0.282
H -1.853 -0.909 -1.405
H 0.456 -0.807 0.041
H 0.574 0.758 -0.736
H -0.186 -1.539 -2.581
H 1.358 -1.763 -1.792
H 1.167 1.061 -3.181
H 2.017 -1.797 -4.354
H 3.350 -0.900 -3.578
H 3.188 -0.704 -6.116
H 1.754 0.286 -5.933
H 3.389 1.666 -4.255
H 4.637 0.820 -5.181
H 3.411 1.659 -7.305
H 4.446 2.782 -6.356
H 1.968 3.127 -5.181
H 1.606 3.090 -6.927
H 2.384 6.324 -7.020
H 1.037 5.253 -6.651
H 1.945 6.036 -5.333
*
```

***

(2)
# C37H66BrF3IO15PS

A molecular structure, C37H66BrF3IO15PS at a distorted geometry (ωB97M-V/def2-TZVPD, the Open Molecules 2025 dataset).

## Properties
HOMO-LUMO gap in eV: 7.1533
Largest force on an atom in eV/Å: 3.88

```
! wB97M-V def2-TZVPD RIJCOSX def2/J DEFGRID3
* xyz 0 1
C -4.433 -0.841 3.077
C -4.070 -0.697 1.941
C -3.539 -0.863 0.550
C -4.860 -1.094 -0.260
C -6.113 -1.144 0.331
C -2.679 -2.203 0.480
C -2.166 -2.674 1.871
C -1.087 -3.773 1.792
C 0.378 -3.260 1.714
C 0.799 -2.487 2.986
C 1.258 -4.563 1.632
O -3.624 -3.243 0.137
C -3.436 -3.943 -1.049
O -4.225 -3.777 -1.933
C -2.382 -5.001 -1.238
C -1.387 -4.767 -2.188
C -0.345 -5.660 -2.421
C -0.293 -6.832 -1.656
C -1.297 -7.084 -0.721
C -2.339 -6.185 -0.490
O -1.528 -2.206 -0.354
S -1.522 -1.170 -1.569
O -0.331 -1.355 -2.345
O -2.663 -1.276 -2.435
C -1.521 0.465 -0.731
C -1.456 1.523 -1.867
C -0.056 1.910 -2.392
O 0.649 1.253 -3.066
I 0.635 3.922 -1.886
C -0.300 0.504 0.211
F 0.022 1.751 0.559
F -0.482 -0.196 1.336
F 0.804 -0.007 -0.350
C -2.917 0.530 0.020
Br -2.759 1.784 1.559
P -4.327 1.428 -0.959
O -4.070 3.056 -0.797
O -4.287 1.015 -2.539
H -4.893 -0.733 4.034
H -4.822 -1.276 -1.335
H -6.423 -1.965 0.975
H -6.822 -0.341 0.114
H -1.787 -1.861 2.491
H -3.023 -3.096 2.397
H -1.256 -4.525 1.022
H -1.127 -4.309 2.753
H 0.576 -2.718 0.788
H 1.492 -3.043 3.621
H -0.065 -2.199 3.596
H 1.328 -1.567 2.707
H 2.056 -4.478 0.889
H 1.652 -4.855 2.607
H 0.629 -5.401 1.300
H -1.425 -3.845 -2.762
H 0.402 -5.410 -3.165
H 0.540 -7.506 -1.829
H -1.244 -8.004 -0.137
H -3.091 -6.392 0.265
H -1.930 2.463 -1.571
H -1.959 1.074 -2.735
H -4.635 3.385 -0.095
H -5.197 1.066 -2.850
C 2.690 8.293 -1.975
C 1.567 8.376 -0.958
O 0.978 7.095 -0.762
H 2.314 7.917 -2.928
H 3.145 9.271 -2.138
H 3.465 7.599 -1.638
H 0.785 9.050 -1.306
H 1.940 8.742 0.002
H 1.673 6.509 -0.442
C 0.935 6.840 3.932
C 1.227 6.296 2.547
O 2.255 7.053 1.904
H 0.630 7.886 3.873
H 0.142 6.270 4.418
H 1.828 6.800 4.561
H 0.343 6.357 1.915
H 1.540 5.248 2.603
H 3.046 6.994 2.451
C 4.763 9.676 1.221
C 4.217 10.445 2.409
O 2.839 10.767 2.207
H 4.659 10.260 0.305
H 5.817 9.430 1.364
H 4.202 8.749 1.074
H 4.756 11.374 2.542
H 4.312 9.857 3.328
H 2.359 9.938 2.099
C 1.123 -11.603 0.271
C 0.545 -10.699 1.343
O -0.814 -10.373 1.057
H 1.064 -11.121 -0.707
H 2.166 -11.844 0.480
H 0.556 -12.536 0.205
H 1.098 -9.762 1.391
H 0.597 -11.181 2.324
H -1.312 -11.195 1.023
C 7.248 12.200 6.009
C 6.866 10.949 5.240
O 6.637 11.241 3.863
H 6.463 12.952 5.926
H 7.411 11.976 7.065
H 8.162 12.639 5.602
H 5.944 10.525 5.635
H 7.655 10.194 5.317
H 7.451 11.607 3.503
C -2.702 -0.877 -5.805
C -1.746 -0.180 -6.754
O -0.933 0.762 -6.055
H -3.340 -0.147 -5.304
H -3.336 -1.593 -6.334
H -2.147 -1.407 -5.029
H -2.294 0.370 -7.518
H -1.098 -0.909 -7.252
H -0.435 0.281 -5.384
C -1.176 -11.958 -3.566
C -0.753 -10.500 -3.589
O 0.663 -10.381 -3.447
H -0.863 -12.429 -2.633
H -2.258 -12.054 -3.664
H -0.702 -12.510 -4.382
H -1.210 -9.956 -2.763
H -1.057 -10.022 -4.525
H 1.069 -10.850 -4.182
*
```

***

(3)
# C37H66F7N3O8

4 unconnected molecules or ions with the total composition C37H66F7N3O8 (ωB97M-V/def2-TZVPD, the Open Molecules 2025 dataset).

## Properties
SMILES string: CC(C)=CCC[C@@H](C)CCC1=C(C(F)(F)C(F)(F)C(F)(F)F)C(=O)C=CC1=O.COCCNCCOC.COCCNCCOC.COCCNCCOC
HOMO-LUMO gap in eV: 7.1517
Largest force on an atom in eV/Å: 0.78

```
! wB97M-V def2-TZVPD RIJCOSX def2/J DEFGRID3
* xyz 0 1
C -2.183 4.786 4.353
C -3.048 3.942 3.445
C -4.237 4.612 2.793
C -2.741 2.669 3.204
C -3.121 1.946 1.936
C -2.185 2.396 0.800
C -2.514 1.715 -0.531
C -3.874 2.258 -1.032
C -1.479 1.995 -1.647
C -0.032 2.237 -1.166
C 0.999 1.862 -2.188
C 1.520 2.620 -3.158
C 1.119 4.072 -3.292
F -0.225 4.163 -3.425
F 1.451 4.734 -2.156
C 1.678 4.941 -4.459
F 1.149 6.169 -4.266
F 1.227 4.502 -5.635
C 3.244 5.105 -4.495
F 3.740 4.688 -5.660
F 3.580 6.389 -4.335
F 3.818 4.400 -3.498
C 2.523 1.969 -4.064
O 2.573 2.168 -5.248
C 3.426 0.980 -3.402
C 2.919 0.220 -2.446
C 1.490 0.435 -2.098
O 0.750 -0.456 -1.775
H -1.276 5.070 3.817
H -1.903 4.252 5.264
H -2.690 5.707 4.647
H -5.045 3.893 2.659
H -4.579 5.439 3.414
H -4.008 5.010 1.796
H -2.166 2.108 3.938
H -2.964 0.873 2.072
H -4.164 2.134 1.671
H -2.269 3.481 0.681
H -1.169 2.179 1.139
H -2.641 0.638 -0.387
H -3.929 3.311 -0.736
H -4.730 1.756 -0.584
H -3.927 2.242 -2.121
H -1.462 1.144 -2.332
H -1.822 2.864 -2.211
H 0.128 1.579 -0.310
H 0.106 3.256 -0.806
H 4.456 0.910 -3.726
H 3.486 -0.530 -1.910
C 2.710 -6.490 2.339
O 2.560 -5.083 2.362
C 3.471 -4.368 1.541
C 2.780 -3.762 0.338
N 2.352 -4.785 -0.603
C 1.456 -4.317 -1.656
C 0.120 -3.702 -1.258
O -0.812 -4.616 -0.709
C -0.648 -4.904 0.664
H 2.118 -6.891 3.157
H 2.347 -6.931 1.403
H 3.752 -6.783 2.491
H 4.302 -5.010 1.231
H 3.882 -3.556 2.148
H 3.483 -3.091 -0.168
H 1.946 -3.151 0.712
H 1.896 -5.531 -0.095
H 1.243 -5.173 -2.301
H 1.997 -3.586 -2.267
H -0.345 -3.327 -2.173
H 0.240 -2.835 -0.599
H -0.284 -4.034 1.219
H 0.035 -5.743 0.833
H -1.624 -5.187 1.058
C 5.972 -5.811 8.370
O 5.116 -6.782 8.933
C 3.862 -6.288 9.385
C 2.726 -6.756 8.503
N 2.781 -6.131 7.189
C 1.885 -6.704 6.191
C 2.040 -8.179 5.827
O 3.225 -8.499 5.119
C 4.380 -8.660 5.920
H 6.955 -6.268 8.270
H 5.640 -5.485 7.378
H 6.057 -4.932 9.016
H 3.878 -5.196 9.454
H 3.704 -6.686 10.391
H 1.778 -6.489 8.981
H 2.778 -7.853 8.456
H 3.729 -6.178 6.841
H 2.012 -6.120 5.277
H 0.853 -6.546 6.525
H 1.220 -8.431 5.149
H 1.934 -8.835 6.699
H 4.140 -9.090 6.896
H 4.915 -7.717 6.067
H 5.049 -9.341 5.393
C -6.299 4.425 -5.140
O -5.073 4.766 -4.527
C -3.973 3.943 -4.891
C -2.976 4.681 -5.756
N -3.510 4.962 -7.080
C -2.708 5.881 -7.882
C -2.454 7.288 -7.352
O -3.597 8.121 -7.318
C -4.436 7.961 -6.192
H -7.083 4.977 -4.624
H -6.324 4.699 -6.201
H -6.505 3.354 -5.051
H -4.314 3.024 -5.377
H -3.467 3.668 -3.961
H -2.083 4.056 -5.858
H -2.685 5.594 -5.218
H -4.443 5.342 -6.985
H -3.207 5.982 -8.849
H -1.738 5.410 -8.073
H -1.762 7.770 -8.047
H -1.960 7.282 -6.372
H -3.863 7.716 -5.292
H -5.197 7.191 -6.349
H -4.950 8.909 -6.031
*
```

***

One value per record, in order, for calculated total energy: -81050.08771, -176562.99411, -79306.27230 eV.